[1]
Molecular formula: CN2O3S
Method: DFT, wB97M-V/def2-TZVPD

Last column: Mulliken charge in e.
Element x y z (Å)
C1 -0.972 0.119 -1.235  0.333
N1 -2.026 -0.258 -0.966  -0.312
N2 0.797 -1.334 1.593  0.772
O1 1.059 -1.204 0.433  -0.391
O2 0.193 -0.791 2.433  -0.387
O3 0.833 1.892 -1.032  -0.381
S1 0.676 0.553 -1.614  0.366

Output
Spin multiplicity: 1
Energy relative to the best compared isomer or geometry (same formula, charge and spin): 35.8 kcal per mole

---

[2]
Molecular formula: CN2O3S
Method: DFT, wB97M-V/def2-TZVPD

Last column: Mulliken charge in e.
Element x y z (Å)
C1 1.619 0.219 0.002  0.407
N1 2.644 0.682 0.216  -0.328
N2 0.526 -0.463 -0.343  0.156
O1 -2.335 0.661 0.623  -0.361
O2 -0.291 -0.939 0.709  -0.275
O3 -0.446 0.226 -1.105  -0.275
S1 -1.718 -0.385 -0.101  0.677

Output
Spin multiplicity: 1
Energy relative to the best compared isomer or geometry (same formula, charge and spin): 34.6 kcal per mole

---

[3]
Molecular formula: CN2O4S
Method: DFT, wB97M-V/def2-TZVPD

Last column: Mulliken charge in e.
Element x y z (Å)
C1 -0.029 -0.295 -0.364  0.068
N1 1.244 -0.294 0.346  0.974
N2 -1.251 0.438 0.137  0.915
O1 1.226 0.359 1.345  -0.509
O2 2.187 -0.916 -0.108  -0.493
O3 -1.192 1.584 -0.213  -0.416
O4 -2.133 -0.055 0.829  -0.507
S1 -0.052 -0.821 -1.971  -0.033

Output
Spin multiplicity: 1
Energy relative to the best compared isomer or geometry (same formula, charge and spin): 96.4 kcal per mole

---

- Which formula does entry 3 have?
  CN2O4S

---

Repeat the third record exactly.
Molecular formula: CN2O4S
Method: DFT, wB97M-V/def2-TZVPD

Last column: Mulliken charge in e.
Element x y z (Å)
C1 -0.029 -0.295 -0.364  0.068
N1 1.244 -0.294 0.346  0.974
N2 -1.251 0.438 0.137  0.915
O1 1.226 0.359 1.345  -0.509
O2 2.187 -0.916 -0.108  -0.493
O3 -1.192 1.584 -0.213  -0.416
O4 -2.133 -0.055 0.829  -0.507
S1 -0.052 -0.821 -1.971  -0.033

Output
Spin multiplicity: 1
Energy relative to the best compared isomer or geometry (same formula, charge and spin): 96.4 kcal per mole